A molecular structure, C22H46LiNO11Sr2, computed with the ωB97M-V functional and the def2-TZVPD basis.

CARTESIAN COORDINATES (ANGSTROEM)
Sr (-25.951731, 10.634758, 6.633965)
Sr (-27.313806, 13.617305, 10.389891)
Li (-22.926265, 9.671591, 9.456702)
N (-24.223001, 12.182576, 9.410159)
O (-23.021175, 11.953932, 9.574531)
O (-24.949692, 11.396029, 8.991940)
O (-24.773638, 13.294730, 9.564925)
C (-28.748666, 16.893298, 9.108741)
O (-27.765203, 15.868618, 9.359116)
C (-26.445909, 16.450332, 9.271102)
C (-26.184292, 16.886433, 10.669572)
O (-26.311113, 15.768170, 11.582885)
C (-25.896734, 16.139273, 12.850933)
H (-29.022815, 17.362708, 10.053511)
H (-29.660072, 16.468734, 8.687811)
H (-28.416028, 17.623046, 8.370556)
H (-26.388925, 17.325434, 8.623758)
H (-25.658508, 15.810117, 8.873315)
H (-26.855909, 17.698295, 10.948704)
H (-25.199580, 17.351124, 10.719443)
H (-25.773047, 15.211535, 13.409597)
H (-26.554421, 16.876414, 13.311541)
H (-24.860918, 16.473319, 12.910801)
C (-19.817148, 10.148602, 9.569024)
O (-20.852845, 9.271834, 9.036464)
C (-20.550490, 8.338869, 8.011810)
C (-19.282449, 7.533423, 8.106544)
O (-18.105250, 8.328942, 7.906925)
C (-17.619484, 8.173504, 6.568625)
H (-19.420957, 9.755100, 10.505124)
H (-20.231457, 11.083371, 9.946738)
H (-19.002222, 10.214494, 8.848161)
H (-20.470621, 8.778523, 7.017606)
H (-21.399326, 7.655076, 8.007309)
H (-19.327339, 6.593763, 7.555979)
H (-19.061631, 7.237923, 9.132222)
H (-17.366296, 7.149118, 6.295441)
H (-16.667435, 8.695041, 6.470167)
H (-18.256439, 8.646898, 5.821445)
C (-27.206036, 12.291871, 3.588285)
O (-26.009074, 12.006773, 4.375765)
C (-25.177502, 13.146674, 4.213051)
C (-23.756152, 12.944083, 4.724993)
O (-23.872813, 12.205669, 5.894543)
C (-22.596396, 12.032134, 6.539057)
H (-27.597190, 13.309243, 3.580387)
H (-27.958805, 11.744408, 4.155486)
H (-27.081036, 11.736728, 2.658612)
H (-25.644987, 14.066257, 4.565088)
H (-25.047471, 13.326691, 3.145917)
H (-23.343915, 13.936260, 4.908703)
H (-23.128779, 12.502476, 3.950737)
H (-21.851932, 11.838079, 5.766905)
H (-22.835487, 11.177728, 7.172244)
H (-22.327001, 12.950611, 7.060524)
C (-22.397884, 13.617459, 12.679043)
O (-22.503868, 12.341357, 13.286797)
C (-22.353317, 12.306759, 14.698015)
C (-22.739671, 10.976969, 15.302337)
O (-24.025116, 10.527246, 14.895272)
C (-24.494255, 9.402741, 15.606285)
H (-21.533830, 14.167932, 13.051191)
H (-23.379224, 14.046315, 12.881885)
H (-22.374433, 13.497090, 11.595963)
H (-22.966974, 13.021338, 15.246564)
H (-21.407973, 12.727892, 15.040159)
H (-22.697377, 10.914366, 16.389717)
H (-21.981277, 10.278327, 14.949021)
H (-23.700106, 8.657134, 15.644880)
H (-25.301925, 8.940728, 15.038564)
H (-24.760755, 9.568772, 16.650087)
C (-22.742562, 18.355706, 8.432338)
C (-22.947578, 16.994245, 8.683720)
C (-23.468463, 16.188205, 7.703914)
C (-23.868328, 16.823553, 6.551924)
C (-23.701614, 18.219579, 6.220953)
C (-23.111152, 18.969602, 7.221503)
H (-22.180838, 18.852435, 9.209601)
H (-22.620470, 16.549777, 9.612068)
H (-23.759957, 15.185707, 7.980372)
H (-24.244016, 16.163268, 5.784275)
H (-24.047346, 18.649049, 5.292290)
H (-22.859658, 19.995838, 6.997906)

Forces on the atoms, in the same order (eV/Å):
Sr 0.98 1.03 -1.71
Sr 0.58 2.16 0.39
Li 1.61 0.22 0.09
N 4.81 6.71 2.01
O -0.85 -0.12 0.48
O -5.89 -9.32 -4.09
O 0.57 1.75 1.41
C -1.44 0.25 0.05
O 0.30 -0.94 -1.57
C 0.18 0.48 1.00
C 0.83 0.86 0.11
O -0.27 -0.22 -2.35
C 1.15 -0.55 2.07
H 0.14 0.20 -0.12
H 0.13 -0.38 0.13
H 0.31 -0.08 0.23
H -0.35 -0.04 -0.15
H -0.35 -0.73 0.08
H -0.37 -0.21 0.22
H 0.35 -0.36 0.25
H -0.83 0.00 0.49
H -0.05 -0.21 0.10
H 0.03 0.66 -0.65
C 0.47 -0.61 0.46
O -1.30 1.09 0.93
C 0.38 -0.87 -1.11
C 1.50 0.34 2.43
O -0.68 -0.62 -1.59
C 1.11 0.67 -0.28
H 0.21 -0.70 -0.23
H -0.38 0.27 -0.93
H -0.16 0.41 0.12
H -0.36 0.73 -0.07
H -0.09 -0.17 -0.03
H 0.02 0.27 -0.53
H -0.82 -0.41 0.36
H -0.50 -0.23 0.22
H -0.04 0.18 0.40
H -0.43 -0.21 -0.02
C -1.07 -2.39 0.82
O -0.24 0.84 0.97
C 1.59 0.80 -1.27
C -1.37 1.22 -1.26
O -0.23 -1.09 1.27
C -0.65 0.06 -0.45
H 0.89 0.18 -0.32
H -0.53 -0.17 -0.26
H -0.15 0.83 -0.34
H -0.19 -0.18 0.62
H -0.21 -0.02 -0.25
H 0.15 0.11 0.24
H 0.07 -0.62 0.27
H 0.15 -0.41 0.27
H 1.07 0.01 0.37
H 0.04 -0.19 0.30
C -0.86 -0.18 0.24
O 0.25 -1.64 0.74
C -0.75 1.55 0.07
C 0.19 0.67 -0.51
O 0.96 -0.02 0.48
C -0.34 -1.33 -0.85
H -0.21 0.24 -0.08
H 0.24 1.09 0.18
H 0.46 -0.25 0.13
H -0.97 0.48 -0.44
H 0.78 -1.00 -0.12
H 0.18 0.15 0.27
H 0.04 -0.98 -0.26
H 0.49 -0.05 0.17
H -0.21 0.50 0.21
H -0.09 0.64 0.24
C 0.35 -0.58 0.20
C 0.59 0.93 0.30
C -0.82 1.02 0.33
C -0.30 0.54 -2.25
C -0.09 -2.34 1.80
C 0.39 -0.12 0.11
H -0.17 0.63 -0.14
H 0.10 0.16 0.25
H 0.30 -0.49 -0.53
H -0.42 0.08 -0.39
H 0.14 -0.16 -0.08
H -0.06 0.19 0.38

- Lowest unoccupied orbital energy (alpha / beta): -14.94 / -16.49 eV
- Net charge: +5
- Orbital gap (alpha / beta): 3.9 / 2.4 eV
- Spin multiplicity: 2


3 unconnected molecules or ions with the total composition C22H47BClFN3O10S, computed with the ωB97M-V functional and the def2-TZVPD basis.

CARTESIAN COORDINATES (ANGSTROEM)
C (2.711605, 1.009751, 1.876200)
C (3.431874, 1.249615, 0.547162)
C (2.901435, 0.535487, -0.727231)
Cl (2.210380, 1.742180, -1.841941)
N (2.038752, -0.673737, -0.415917)
C (2.714579, -1.711846, 0.054043)
N (4.088124, -1.658291, 0.137191)
N (2.123175, -2.874068, 0.485264)
C (0.790282, -3.060411, -0.059677)
F (1.018957, -3.174280, -1.401955)
C (-0.049599, -1.847496, 0.313991)
C (-1.568613, -2.082613, 0.273514)
C (-2.189690, -2.404702, 1.651719)
C (-3.413358, -1.546170, 1.988317)
C (-4.479065, -1.478958, 0.893482)
O (-4.911274, -0.124082, 0.700271)
C (-6.243122, 0.131769, 0.873981)
C (-6.698065, 1.333250, 0.099732)
O (-6.925981, -0.540187, 1.582345)
C (0.530421, -0.604990, -0.436110)
B (-0.019129, 0.705426, 0.432446)
O (-0.659062, 0.406238, 1.598390)
O (0.199035, 2.005366, 0.151998)
S (-0.141629, -0.618286, -2.215436)
C (-1.327701, 0.694484, -2.271815)
O (-0.900180, -1.813583, -2.411109)
O (0.933126, -0.333951, -3.113380)
H (2.294370, 0.005658, 1.989955)
H (3.392928, 1.177423, 2.709583)
H (1.885232, 1.706886, 2.012417)
H (4.477130, 0.959086, 0.645770)
H (3.441556, 2.316465, 0.336949)
H (3.731428, 0.165932, -1.308790)
H (4.663972, -2.053058, -0.600577)
H (4.520449, -1.397948, 1.006227)
H (2.162577, -2.943410, 1.499379)
H (0.358027, -3.990715, 0.309690)
H (0.199060, -1.678500, 1.365467)
H (-2.098580, -1.249615, -0.184988)
H (-1.751065, -2.920881, -0.398365)
H (-2.453079, -3.463185, 1.705041)
H (-1.446748, -2.237100, 2.436624)
H (-3.881341, -1.947240, 2.890200)
H (-3.096264, -0.534393, 2.248491)
H (-4.097289, -1.807337, -0.075743)
H (-5.331252, -2.106973, 1.144729)
H (-7.282365, 1.982579, 0.748443)
H (-7.299571, 0.999792, -0.745726)
H (-5.848091, 1.901814, -0.272798)
H (-1.415232, 0.980818, 1.774177)
H (0.389897, 2.258444, -0.757805)
H (-1.881369, 0.439533, -3.178113)
H (-2.010387, 0.668597, -1.423693)
H (-0.856297, 1.664278, -2.412984)
C (9.088378, -5.003026, -1.357925)
O (8.248995, -5.327887, -2.450710)
C (6.916905, -5.631875, -2.087653)
C (5.982078, -4.481215, -2.382269)
O (6.265694, -3.343126, -1.568187)
C (7.018742, -2.346945, -2.247582)
H (10.018386, -4.617749, -1.770715)
H (8.638604, -4.241568, -0.714474)
H (9.311077, -5.890402, -0.757046)
H (6.856237, -5.904507, -1.028802)
H (6.597885, -6.495567, -2.678252)
H (4.954694, -4.791115, -2.170342)
H (6.044626, -4.211206, -3.440144)
H (6.409241, -1.839697, -3.003855)
H (7.898303, -2.773674, -2.731353)
H (7.343697, -1.619595, -1.503738)
C (-6.302715, 7.149003, 2.512172)
O (-4.927050, 7.085181, 2.179326)
C (-4.365826, 5.793907, 2.294918)
C (-4.210218, 5.128581, 0.944741)
O (-5.460108, 4.848342, 0.340495)
C (-5.826048, 5.775661, -0.667561)
H (-6.659628, 8.132467, 2.213786)
H (-6.880064, 6.383272, 1.987988)
H (-6.449996, 7.032433, 3.590699)
H (-4.974525, 5.163192, 2.951779)
H (-3.375693, 5.901333, 2.749990)
H (-3.687921, 4.174041, 1.081121)
H (-3.599987, 5.759847, 0.290100)
H (-5.208926, 5.644806, -1.563182)
H (-5.732973, 6.805684, -0.317156)
H (-6.864832, 5.578539, -0.925208)

Forces on the atoms, in the same order (eV/Å):
C -0.21 0.21 0.02
C 0.04 -0.14 0.07
C 0.09 0.19 0.13
Cl 0.22 0.07 -0.19
N -0.02 0.12 -0.47
C 0.09 0.12 0.05
N -0.04 0.74 0.13
N -0.54 0.55 -0.38
C -0.08 0.04 0.37
F -0.18 -0.18 -0.14
C 0.39 0.10 -0.16
C -0.09 -0.32 -0.07
C 0.15 0.19 -0.04
C -0.16 -0.25 0.20
C 0.11 -0.06 0.16
O -0.06 0.00 -0.59
C 0.36 0.25 0.04
C 0.42 0.26 0.15
O -0.47 -0.38 0.17
C -0.40 -0.07 0.59
B 0.39 0.00 0.08
O -0.43 -0.38 -0.41
O -0.88 0.13 -0.03
S 0.12 -0.24 -0.16
C -0.02 0.13 -0.31
O -0.27 -0.02 0.20
O 0.16 -0.17 -0.04
H 0.13 -0.06 0.02
H 0.04 -0.05 -0.05
H 0.02 -0.06 -0.04
H 0.00 -0.07 -0.04
H -0.01 -0.02 -0.01
H 0.06 -0.20 0.08
H 0.01 -0.58 0.24
H 0.13 -0.03 -0.04
H 0.55 -0.58 -0.11
H 0.08 0.00 0.05
H -0.02 0.04 -0.02
H 0.13 0.13 0.08
H -0.04 0.12 -0.13
H -0.03 0.02 -0.07
H -0.06 -0.04 0.03
H 0.08 0.09 0.05
H -0.01 0.02 -0.19
H 0.03 0.03 0.05
H -0.04 0.09 0.02
H -0.17 -0.11 -0.09
H -0.09 0.00 0.09
H -0.04 -0.02 -0.03
H 0.35 0.27 0.33
H 0.38 -0.10 0.18
H -0.05 0.08 0.05
H 0.05 -0.01 0.02
H 0.01 -0.04 0.11
C 0.02 -0.04 0.00
O -0.03 0.11 0.00
C 0.09 -0.07 -0.05
C -0.12 -0.05 0.06
O -0.20 0.29 0.01
C 0.09 0.01 0.01
H 0.01 -0.02 0.00
H 0.01 0.01 0.00
H -0.02 0.01 0.02
H -0.01 0.01 0.00
H -0.01 -0.01 0.02
H 0.00 0.00 0.00
H 0.01 0.01 0.00
H 0.01 -0.03 -0.02
H 0.00 0.00 0.01
H -0.01 0.00 0.00
C 0.00 0.01 0.01
O -0.02 -0.01 -0.06
C 0.04 0.09 0.05
C -0.02 -0.11 -0.02
O 0.01 -0.02 -0.01
C -0.03 0.00 0.01
H 0.01 0.01 0.02
H 0.00 0.00 0.00
H 0.00 -0.02 0.00
H 0.00 -0.01 -0.01
H 0.00 -0.02 0.01
H 0.01 0.01 0.00
H 0.00 0.01 0.00
H 0.02 0.02 0.01
H 0.00 0.00 0.00
H 0.01 -0.02 -0.01

- Lowest unoccupied orbital energy: -3.68 eV
- Net charge: +1
- Orbital gap: 7.3 eV
- Spin multiplicity: 1


A molecular structure, C22H47BCsNO8PtS3, computed with the ωB97M-V functional and the def2-TZVPD basis.

CARTESIAN COORDINATES (ANGSTROEM)
Cs (17.583059, 21.722461, 19.604802)
Pt (18.510226, 19.047797, 15.389986)
B (18.840732, 20.983037, 16.560575)
H (19.203226, 21.905337, 17.110082)
H (19.038943, 21.046090, 15.441261)
H (19.426583, 20.085233, 16.940430)
H (17.727842, 20.808860, 16.718711)
C (15.867668, 21.034825, 14.256711)
C (15.410908, 19.583236, 14.369244)
C (15.310085, 18.840733, 12.985525)
O (16.266191, 18.907784, 15.227566)
H (15.821371, 21.406609, 15.285983)
H (15.208683, 21.569869, 13.570687)
H (16.938653, 21.117758, 14.072573)
H (14.392926, 19.524930, 14.776831)
H (14.732095, 19.351988, 12.209794)
H (14.784614, 17.893333, 13.133060)
H (16.295718, 18.580793, 12.597334)
C (19.953859, 16.228075, 18.252826)
C (18.700536, 17.104979, 18.399441)
C (18.708377, 18.031848, 19.635098)
O (18.212594, 17.726760, 17.270785)
H (20.064097, 15.797488, 19.255707)
H (20.909834, 16.683507, 17.976838)
H (19.781445, 15.374959, 17.596644)
H (17.921145, 16.367084, 18.664979)
H (17.714123, 18.058869, 20.081543)
H (19.080636, 19.005257, 19.317611)
H (19.361785, 17.544790, 20.366624)
C (24.185458, 17.772752, 16.321942)
C (23.616379, 18.352396, 17.635027)
C (22.545017, 19.376567, 17.318565)
S (22.071419, 19.131833, 15.538664)
O (22.374414, 20.312228, 14.757158)
O (20.719625, 18.590624, 15.352089)
C (23.229466, 17.757658, 15.133923)
H (24.561062, 16.767993, 16.527048)
H (25.128986, 18.273434, 16.090671)
H (24.375499, 18.863311, 18.225968)
H (23.248618, 17.532782, 18.251767)
H (23.020689, 20.351705, 17.197534)
H (21.739637, 19.398193, 18.046519)
H (23.665049, 17.962877, 14.158489)
H (22.687220, 16.819463, 15.036899)
C (19.252798, 23.963641, 14.703241)
C (20.614580, 23.911160, 13.968743)
C (21.423843, 25.208803, 14.318410)
S (20.158620, 26.499230, 14.295103)
O (20.082882, 27.010436, 12.937176)
O (20.198366, 27.321883, 15.496566)
C (18.712213, 25.370623, 14.399727)
H (19.448602, 23.819625, 15.765991)
H (18.659368, 23.145338, 14.301621)
H (20.467010, 23.862402, 12.891776)
H (21.156128, 23.052019, 14.368941)
H (22.054760, 25.543584, 13.498081)
H (21.841794, 25.206922, 15.321030)
H (18.191117, 25.497332, 13.448637)
H (17.876694, 25.621165, 15.057204)
C (21.272012, 18.544042, 11.649534)
C (20.504189, 17.981518, 10.480778)
C (19.007475, 18.252301, 10.741962)
S (18.994467, 19.800635, 11.770039)
O (18.552847, 19.410435, 13.118034)
O (18.215379, 20.800655, 11.088669)
C (20.760933, 20.005362, 11.900751)
H (22.359138, 18.635825, 11.629199)
H (21.092227, 17.932526, 12.538955)
H (20.737387, 16.921110, 10.394632)
H (20.827299, 18.528670, 9.593833)
H (18.488256, 17.526191, 11.362584)
H (18.531845, 18.413207, 9.778845)
H (21.009029, 20.527416, 12.822188)
H (21.036348, 20.700349, 11.102403)
N (22.259706, 23.046508, 17.278849)
C (23.400890, 23.696056, 16.984057)
C (23.825962, 24.314386, 18.147827)
C (22.792021, 24.225916, 19.126096)
C (21.841390, 23.378459, 18.540152)
H (21.645392, 22.545800, 16.652833)
H (23.895582, 23.681811, 16.026978)
H (24.802343, 24.759421, 18.259405)
H (22.800326, 24.852543, 20.000713)
H (20.838937, 23.104313, 18.812255)

Forces on the atoms, in the same order (eV/Å):
Cs 0.06 -0.39 -0.55
Pt -2.86 -2.27 0.45
B -0.22 0.28 0.67
H 0.98 2.00 0.82
H 0.49 0.88 -2.27
H 1.28 -1.29 1.63
H -2.05 0.20 0.80
C -0.49 -0.26 0.79
C 1.22 -0.68 -1.15
C -0.17 -0.13 0.43
O 1.22 -0.42 0.49
H -0.46 0.40 -0.12
H 0.35 0.42 0.02
H -0.15 -0.15 -0.79
H -0.08 0.31 0.21
H 0.12 0.36 0.10
H 0.08 -0.05 0.20
H 0.03 0.24 0.06
C -0.02 -0.22 0.87
C -1.08 0.15 -1.12
C 0.69 -0.85 -0.12
O 0.19 0.47 -0.61
H 0.43 -0.17 -0.07
H -0.17 0.40 -0.08
H -0.15 0.23 -0.26
H 0.06 -0.31 0.08
H -0.09 0.38 -0.19
H 0.09 0.19 0.20
H 0.09 0.52 0.28
C 1.79 -0.59 0.14
C -0.28 -0.38 -0.19
C 0.51 0.39 -1.10
S -1.75 -1.32 -0.36
O 0.47 0.03 0.52
O 1.72 -0.10 0.25
C -0.24 0.74 0.80
H -0.34 -0.15 -0.05
H -0.29 0.45 -0.30
H 0.23 -0.21 -0.15
H -0.30 0.11 -0.04
H -0.21 0.17 0.42
H -0.42 0.05 -0.53
H 0.19 0.30 0.15
H -0.40 0.21 0.30
C 0.95 0.83 -1.17
C 0.52 0.56 1.06
C -1.42 -0.05 -0.54
S -1.93 -0.78 0.58
O 0.55 0.48 0.75
O 0.42 -0.13 -1.10
C -0.92 -0.45 0.10
H -0.35 0.01 0.00
H -0.39 0.13 0.34
H 0.09 -0.21 -0.02
H 0.18 -0.16 -0.54
H 0.56 -0.26 0.35
H 0.33 -0.05 -0.12
H 0.61 -0.49 -0.42
H 0.72 0.60 0.69
C 0.36 1.45 1.81
C 0.19 0.05 0.24
C 0.93 0.71 0.11
S -1.42 -1.38 0.79
O 0.49 0.35 -1.59
O 0.76 0.31 0.06
C -0.27 -0.01 -0.92
H 0.04 -0.35 -0.78
H -0.29 0.17 0.12
H -0.17 0.01 -0.33
H -0.16 -0.28 -0.24
H 0.09 -0.15 -0.11
H -0.50 0.20 0.31
H -0.09 -0.53 0.31
H 0.17 -0.31 -0.27
N -1.32 0.08 0.12
C 1.45 0.03 0.81
C -0.13 0.32 -0.58
C 0.02 -0.95 -1.53
C 0.34 0.99 0.59
H 0.14 0.01 -0.15
H -0.10 -0.39 -0.02
H -0.18 0.36 0.00
H -0.35 -0.53 0.38
H -0.01 -0.11 0.27

- Lowest unoccupied orbital energy (alpha / beta): -0.80 / -0.81 eV
- Orbital gap (alpha / beta): 5.7 / 5.7 eV
- Spin multiplicity: 3


E (computed, eV): -49388.4095 -75265.9288 -78413.8356
Max |F| (computed, hartree/bohr): 0.2287 0.0173 0.0715